Molecular formula: C82H210N12O29
Method: DFT, ωB97M-V/def2-TZVPD

Each line ends with the Mulliken charge.
Element x y z (Å)
C: 18.903 14.458 29.977  -0.5108
O: 17.526 14.770 30.077  -0.2972
C: 16.747 14.278 29.005  -0.9877
C: 16.920 14.943 27.638  0.2034
N: 18.158 14.481 26.952  1.7184
C: 18.455 15.184 25.672  0.1413
C: 19.733 14.525 24.983  -0.0457
O: 19.980 15.066 23.671  -0.0802
C: 19.243 14.470 22.650  -0.8956
H: 19.244 14.547 31.009  0.4187
H: 19.412 15.206 29.369  0.0922
H: 19.118 13.458 29.602  0.1422
H: 15.721 14.482 29.311  0.4184
H: 16.874 13.196 28.969  0.4053
H: 16.932 16.009 27.868  -0.5690
H: 16.098 14.673 26.976  0.5013
H: 18.381 13.496 26.959  -1.0171
H: 18.632 16.246 25.842  -0.5383
H: 17.661 15.111 24.929  0.1928
H: 19.712 13.437 24.917  0.8312
H: 20.629 14.766 25.555  -0.7073
H: 19.565 15.034 21.774  0.2741
H: 18.199 14.764 22.755  0.2968
H: 19.332 13.400 22.465  0.3162
C: 23.769 18.541 32.000  -0.1538
O: 23.692 19.687 32.875  -0.3553
C: 22.383 20.088 33.282  -0.3769
C: 22.508 21.258 34.237  -0.8039
N: 21.250 21.577 34.904  -0.3069
C: 21.462 22.605 35.940  -0.5876
C: 20.220 22.819 36.765  -0.5929
O: 20.062 21.630 37.564  -0.3257
C: 18.881 21.612 38.394  -0.7196
H: 23.067 18.658 31.174  0.0864
H: 23.542 17.670 32.615  0.3733
H: 24.731 18.473 31.490  -0.1085
H: 21.842 19.297 33.801  0.3471
H: 21.804 20.425 32.422  0.2948
H: 22.743 22.157 33.667  0.2573
H: 23.282 21.067 34.981  0.3823
H: 20.882 20.795 35.428  0.2662
H: 21.589 23.594 35.500  0.3452
H: 22.294 22.301 36.576  0.3705
H: 19.380 22.975 36.088  0.3399
H: 20.401 23.645 37.453  0.4254
H: 17.992 21.459 37.783  0.2830
H: 18.745 22.513 38.993  0.2857
H: 18.963 20.750 39.056  0.2402
C: 23.046 13.224 25.847  0.1046
O: 22.024 12.367 26.372  -0.6097
C: 21.642 12.493 27.768  0.4098
C: 20.545 11.459 27.916  -1.5634
N: 19.329 11.919 27.173  0.0393
C: 18.259 10.920 27.196  -1.0892
C: 17.076 11.281 26.283  -0.3966
O: 17.589 11.372 24.943  -0.3523
C: 16.612 11.917 24.072  -0.7119
H: 22.763 14.277 25.834  -0.0847
H: 23.257 12.969 24.809  0.1521
H: 23.969 13.103 26.414  0.1919
H: 21.313 13.504 28.008  -0.3236
H: 22.508 12.266 28.390  0.6329
H: 20.254 11.356 28.961  0.4466
H: 20.839 10.449 27.630  0.5451
H: 19.623 12.142 26.232  0.0889
H: 17.896 10.779 28.213  0.4051
H: 18.687 9.946 26.957  0.6218
H: 16.619 12.204 26.639  0.1028
H: 16.365 10.455 26.248  0.5612
H: 15.654 11.402 24.145  0.3573
H: 16.871 11.833 23.016  0.2810
H: 16.439 12.982 24.231  0.1993
C: 33.449 18.362 13.588  -0.7228
O: 33.616 18.896 14.926  -0.2841
C: 33.908 20.284 15.074  -0.7797
C: 33.968 20.619 16.603  -0.4917
N: 32.619 20.861 17.153  -0.4410
C: 32.756 20.977 18.580  -0.8769
C: 31.398 20.807 19.230  -0.2611
O: 30.842 19.567 18.882  -0.2962
C: 29.428 19.455 19.245  -0.5270
H: 33.145 17.317 13.527  0.2392
H: 34.375 18.446 13.019  0.2801
H: 32.658 18.957 13.131  0.3033
H: 33.118 20.881 14.619  0.3437
H: 34.854 20.537 14.595  0.4682
H: 34.626 21.455 16.842  0.3321
H: 34.425 19.757 17.088  0.3894
H: 32.123 19.989 17.032  0.3117
H: 33.191 21.928 18.888  0.3189
H: 33.436 20.200 18.930  0.3960
H: 30.789 21.641 18.884  0.3493
H: 31.464 20.940 20.310  0.2670
H: 29.154 19.305 20.289  0.1284
H: 28.930 18.679 18.664  0.3238
H: 28.855 20.361 19.047  0.1755
C: 20.339 18.426 26.795  -0.0032
O: 19.241 19.275 26.899  -0.0808
C: 18.799 19.907 25.745  -0.1590
C: 17.755 20.949 26.100  -1.2764
N: 16.392 20.440 26.340  -0.4279
C: 16.279 19.675 27.580  0.0439
C: 14.861 19.735 28.183  -0.3067
O: 14.426 21.049 28.258  -0.3535
C: 13.241 21.258 29.012  -0.4770
H: 21.282 18.899 26.519  0.3051
H: 20.224 17.629 26.060  0.0791
H: 20.604 18.020 27.772  -0.2329
H: 18.371 19.216 25.019  0.2963
H: 19.598 20.430 25.220  0.1916
H: 17.621 21.688 25.310  0.5928
H: 18.129 21.470 26.981  0.3540
H: 15.734 21.204 26.292  0.3678
H: 17.069 19.974 28.268  0.1659
H: 16.543 18.638 27.368  -0.1948
H: 14.808 19.187 29.124  0.2764
H: 14.102 19.290 27.541  0.3363
H: 13.389 21.117 30.083  -0.0533
H: 12.488 20.546 28.674  0.3378
H: 12.814 22.238 28.802  0.3050
C: 28.101 15.021 24.301  0.1456
O: 28.379 13.828 23.504  -0.3278
C: 29.752 13.442 23.611  0.1283
C: 30.170 12.218 22.756  -1.0851
N: 29.592 10.967 23.262  -0.4377
C: 30.302 10.483 24.481  -0.5284
C: 29.370 9.454 25.142  -0.7925
O: 28.090 10.107 25.401  -0.0991
C: 27.092 9.317 25.973  -0.7982
H: 28.386 14.867 25.342  0.5659
H: 27.045 15.288 24.275  -0.6493
H: 28.782 15.764 23.886  0.0478
H: 29.884 13.211 24.668  0.5582
H: 30.431 14.213 23.247  -0.3701
H: 31.256 12.159 22.687  0.4087
H: 29.828 12.277 21.723  0.3506
H: 28.637 11.114 23.555  0.3181
H: 30.568 11.305 25.147  0.2652
H: 31.322 10.142 24.303  0.4513
H: 29.734 9.021 26.074  0.4799
H: 29.307 8.623 24.440  0.3866
H: 27.489 8.815 26.856  0.3633
H: 26.769 8.587 25.231  0.3344
H: 26.216 9.907 26.242  0.0990
C: 31.502 16.820 22.457  -1.0799
O: 30.340 16.384 21.774  0.5701
C: 30.542 16.129 20.415  -0.7022
C: 29.196 15.893 19.845  -0.1881
N: 28.629 14.664 20.402  0.0184
C: 27.254 14.333 20.003  -1.3248
C: 26.194 15.290 20.542  0.8043
O: 25.962 16.377 19.643  0.0026
C: 25.093 16.085 18.562  -0.9639
H: 31.957 17.613 21.864  0.2600
H: 32.245 16.024 22.497  0.3261
H: 31.104 17.122 23.426  0.2589
H: 31.229 15.298 20.253  0.2838
H: 30.929 17.016 19.914  0.0903
H: 29.200 15.966 18.758  0.6749
H: 28.525 16.709 20.113  -0.1281
H: 28.579 14.754 21.407  -0.2396
H: 27.065 13.298 20.286  0.2278
H: 27.080 14.279 18.928  0.6320
H: 26.438 15.551 21.571  -0.8428
H: 25.242 14.773 20.658  0.6844
H: 24.944 16.876 17.827  0.2271
H: 24.092 15.808 18.891  0.3348
H: 25.523 15.254 18.003  0.3219
C: 18.269 18.083 30.139  0.1244
O: 17.798 18.441 31.372  -0.5542
C: 17.134 17.318 32.004  -0.4073
C: 15.756 17.026 31.453  -0.6847
N: 14.922 18.217 31.509  -0.1396
C: 13.986 18.226 32.619  -0.7048
C: 13.348 19.628 32.768  -0.5616
O: 14.377 20.609 32.968  -0.2379
C: 13.893 21.870 33.349  -0.8784
H: 18.773 18.962 29.737  0.2980
H: 17.480 17.733 29.473  -0.2762
H: 19.058 17.336 30.223  0.1695
H: 16.937 17.556 33.050  0.4551
H: 17.701 16.390 31.939  0.1658
H: 15.398 16.092 31.886  0.4189
H: 15.838 16.822 30.386  0.0107
H: 15.511 19.031 31.619  0.3225
H: 14.506 17.942 33.535  0.4049
H: 13.148 17.578 32.360  0.3254
H: 12.569 19.653 33.530  0.5240
H: 12.847 19.849 31.826  0.1486
H: 14.735 22.559 33.411  0.2684
H: 13.445 21.766 34.337  0.3301
H: 13.209 22.425 32.707  0.3008
C: 23.793 22.922 26.398  -0.1167
O: 23.073 23.458 25.328  -0.4693
C: 22.422 22.433 24.513  -0.8357
C: 23.396 21.405 23.804  0.3824
N: 24.181 22.008 22.801  -0.3894
C: 25.230 21.086 22.324  2.0942
C: 26.216 21.719 21.313  -0.4203
O: 25.516 21.962 20.082  -0.3831
C: 26.392 22.369 19.069  -0.8552
H: 24.755 22.536 26.063  -0.3187
H: 23.352 22.051 26.884  0.1479
H: 24.125 23.604 27.181  0.4417
H: 21.762 22.855 23.755  0.3767
H: 21.722 21.891 25.149  0.3846
H: 22.858 20.601 23.302  0.0134
H: 23.923 20.832 24.568  -0.3196
H: 23.512 22.178 22.063  0.4960
H: 24.836 20.194 21.836  -0.5705
H: 25.838 20.800 23.182  -0.8055
H: 27.012 21.007 21.095  -0.1249
H: 26.593 22.633 21.771  0.4753
H: 26.984 21.565 18.633  0.2222
H: 26.991 23.243 19.327  0.3624
H: 25.739 22.663 18.247  0.3315
C: 27.263 12.953 27.159  -1.2421
O: 26.430 14.094 27.143  0.6008
C: 25.979 14.486 28.421  -0.5251
C: 26.964 15.583 29.019  -0.3718
N: 26.369 16.337 30.122  1.5573
C: 26.291 15.514 31.313  -0.3204
C: 27.677 15.427 31.934  -0.7583
O: 27.531 14.396 32.954  -0.3808
C: 28.700 14.085 33.760  -0.7807
H: 27.392 12.641 26.123  0.1873
H: 26.834 12.091 27.670  0.3741
H: 28.262 13.181 27.531  0.3009
H: 25.807 13.645 29.093  0.5946
H: 24.970 14.884 28.319  -0.3571
H: 27.303 16.320 28.291  -0.6122
H: 27.898 15.139 29.363  0.5205
H: 25.417 16.533 29.846  -0.7434
H: 25.760 14.562 31.301  0.4846
H: 25.699 16.057 32.050  0.1453
H: 28.040 16.337 32.410  0.4537
H: 28.489 15.155 31.260  0.3618
H: 29.000 14.899 34.421  0.2806
H: 29.519 13.824 33.089  0.3156
H: 28.548 13.166 34.326  0.2695
C: 29.484 21.210 23.925  0.3455
O: 30.546 20.563 24.622  -0.3335
C: 31.753 20.226 23.883  0.0602
C: 32.562 21.429 23.427  -0.8245
N: 33.883 21.125 22.898  -0.3967
C: 34.642 22.363 22.724  -0.5894
C: 35.880 22.103 21.921  -0.7750
O: 35.585 22.030 20.569  -0.1405
C: 36.719 22.038 19.806  -0.5910
H: 28.623 21.181 24.592  -0.6428
H: 29.226 20.756 22.968  0.2210
H: 29.782 22.255 23.843  0.1778
H: 31.510 19.590 23.031  -0.3524
H: 32.387 19.632 24.541  0.4179
H: 32.709 22.058 24.305  0.4690
H: 32.015 22.030 22.701  0.3640
H: 33.723 20.824 21.947  0.3035
H: 34.875 22.880 23.655  0.4352
H: 34.027 23.079 22.178  0.3366
H: 36.452 21.260 22.307  0.3551
H: 36.503 22.983 22.083  0.4533
H: 36.301 21.808 18.825  -0.0178
H: 37.463 21.275 20.038  0.3181
H: 37.083 23.065 19.823  0.3558
C: 27.003 18.136 22.615  0.7940
O: 27.140 18.910 23.765  0.2576
C: 26.257 18.529 24.864  1.1207
C: 26.261 19.627 25.919  0.4805
N: 25.102 19.584 26.837  1.3945
C: 25.054 18.410 27.779  1.3793
C: 23.641 18.135 28.304  0.3511
O: 23.639 16.902 28.997  0.7634
C: 22.336 16.375 29.202  -1.4715
H: 27.467 18.803 21.888  -0.9481
H: 25.963 17.887 22.405  -0.0559
H: 27.674 17.288 22.745  -0.0377
H: 26.570 17.538 25.192  0.2773
H: 25.250 18.350 24.487  -0.8828
H: 26.312 20.571 25.377  -1.5292
H: 27.231 19.600 26.416  -0.1448
H: 25.289 20.441 27.338  -0.5747
H: 25.791 18.412 28.582  -0.5868
H: 25.257 17.497 27.219  -0.4803
H: 22.919 18.134 27.487  -1.1986
H: 23.389 18.943 28.991  -0.0173
H: 21.673 17.105 29.665  0.4117
H: 22.344 15.434 29.753  0.4944
H: 21.891 16.120 28.240  0.2397
C: 26.907 23.846 24.676  -0.0701
C: 28.128 24.719 24.597  -0.6484
O: 28.718 24.754 25.891  -0.5301
H: 26.278 23.923 23.790  0.3393
H: 26.260 24.193 25.482  0.3766
H: 27.154 22.812 24.916  -0.4837
H: 27.927 25.760 24.342  0.4458
H: 28.850 24.419 23.838  0.3170
H: 29.586 25.142 25.759  0.2958
C: 24.539 22.020 30.134  -0.7668
C: 25.932 21.393 29.889  -0.1469
O: 26.196 21.599 28.510  -0.5437
H: 24.466 23.036 29.747  0.3905
H: 24.336 22.116 31.201  0.2265
H: 23.842 21.368 29.608  0.0028
H: 26.051 20.367 30.237  -0.0476
H: 26.651 21.977 30.464  0.5109
H: 26.336 22.543 28.405  0.2362
C: 22.516 17.005 23.687  0.1448
C: 23.157 15.758 23.032  -0.3045
O: 24.436 15.469 23.514  -0.3239
H: 21.624 17.288 23.128  0.5357
H: 23.242 17.817 23.645  -0.4818
H: 22.297 16.805 24.736  -0.4148
H: 23.217 15.804 21.945  0.0419
H: 22.460 14.938 23.204  0.3312
H: 24.786 14.624 23.222  0.1121
C: 22.905 18.572 20.330  0.0710
C: 23.043 19.506 19.156  -0.5888
O: 21.799 20.131 18.843  -0.6002
H: 22.077 17.868 20.245  0.6952
H: 22.670 19.129 21.237  -0.1870
H: 23.848 18.040 20.452  -0.2244
H: 23.294 18.947 18.255  0.3658
H: 23.883 20.197 19.232  0.1108
H: 21.265 19.530 18.319  0.3431
C: 28.794 19.097 28.750  0.0597
C: 29.113 18.926 30.264  -0.5714
O: 27.930 18.657 31.000  -0.5542
H: 28.046 19.885 28.655  -0.3016
H: 28.431 18.226 28.205  -0.0181
H: 29.644 19.453 28.168  0.5357
H: 29.580 19.808 30.702  0.3377
H: 29.699 18.011 30.350  0.2850
H: 27.427 17.875 30.762  0.0418

relative energy (zero: lowest compared OMol25 entry of this formula, charge and spin) = 0.000 eV
DFT total energy = -165677.3915 eV
multiplicity = 1
HOMO = -8.249 eV